[1]
DFT (the ωB97M-V functional and the def2-TZVPD basis) results for 8 unconnected molecules or ions with the total composition C56H122N10O8 at a distorted geometry.

The molecular weight comes out at 1063.7 g mol⁻¹. The HOMO energy comes out at -7.94 eV. Its charge is 0. The calculation puts the total energy at -3355.8681 a.u. Its SMILES is CC1(C)CCCC(C)(C)N1O.CC1(C)CCCC(C)(C)N1O.CC1(C)CCCC(C)(C)N1O.CC1(C)CCCC(C)(C)N1O.CC1(C)CCCC(C)(C)N1O.CC1(C)CCCC(C)(C)N1O.NC(N)=O.NC(N)=O. Its spin multiplicity is 1. The value obtained for the energy relative to the best compared isomer or geometry (same formula, charge and spin) is 9.870 eV.

Each line ends with the Mulliken charge.
Cartesian coordinates (Å):
C1 -0.93 -0.83 -2.15  -1.990
C2 -1.01 0.50 -1.47  1.447
C3 -2.24 0.45 -0.55  -1.908
C4 0.18 0.53 -0.47  -0.824
C5 0.47 1.91 0.02  -0.636
C6 0.64 3.01 -1.09  -1.249
C7 -0.62 3.02 -1.94  1.446
C8 -1.75 3.71 -1.19  -1.782
C9 -0.23 3.85 -3.23  -1.784
N1 -0.97 1.67 -2.43  0.323
O1 -1.96 1.66 -3.38  -0.444
H1 -1.75 -0.94 -2.87  0.487
H2 0.01 -0.87 -2.70  0.461
H3 -0.95 -1.72 -1.51  0.361
H4 -3.23 0.51 -1.00  0.325
H5 -2.31 -0.51 -0.03  0.478
H6 -2.13 1.14 0.29  0.351
H7 0.10 -0.04 0.45  0.323
H8 1.00 0.17 -1.09  0.337
H9 -0.10 2.35 0.84  0.353
H10 1.52 1.84 0.29  0.316
H11 1.54 2.86 -1.68  0.446
H12 0.73 3.98 -0.60  0.412
H13 -1.56 4.74 -0.91  0.412
H14 -1.83 3.26 -0.20  0.380
H15 -2.64 3.59 -1.80  0.408
H16 0.18 3.23 -4.02  0.388
H17 0.47 4.64 -2.98  0.424
H18 -1.11 4.41 -3.56  0.377
H19 -1.59 1.03 -3.99  0.362
C10 -6.61 -6.22 4.49  -1.670
C11 -6.51 -7.76 4.12  1.426
C12 -7.69 -8.32 4.90  -1.960
C13 -6.76 -7.93 2.63  -1.130
C14 -5.46 -7.97 1.76  -0.768
C15 -4.39 -8.88 2.25  -1.287
C16 -4.01 -8.59 3.73  1.761
C17 -3.20 -9.82 4.21  -1.928
C18 -3.14 -7.35 3.96  -1.621
N2 -5.30 -8.54 4.59  -0.061
O2 -5.01 -8.31 5.94  -0.404
H20 -6.35 -6.01 5.53  0.453
H21 -5.81 -5.77 3.89  0.377
H22 -7.53 -5.63 4.46  0.409
H23 -7.88 -9.37 4.66  0.443
H24 -7.54 -8.23 5.98  0.368
H25 -8.57 -7.70 4.74  0.443
H26 -7.47 -8.72 2.40  0.438
H27 -7.35 -7.10 2.26  0.386
H28 -5.51 -8.21 0.70  0.406
H29 -4.94 -7.02 1.74  0.285
H30 -3.53 -8.93 1.58  0.495
H31 -4.35 -9.88 1.81  0.402
H32 -3.86 -10.64 3.91  0.490
H33 -3.19 -9.84 5.30  0.364
H34 -2.24 -9.99 3.74  0.372
H35 -3.05 -6.89 4.94  0.353
H36 -3.49 -6.45 3.47  0.395
H37 -2.17 -7.36 3.46  0.427
H38 -4.92 -7.35 6.00  0.333
C19 7.37 8.49 10.05  -1.797
C20 7.34 7.19 9.21  1.241
C21 8.19 7.17 7.93  -1.831
C22 7.97 6.05 10.03  -1.076
C23 7.03 5.31 11.00  -0.758
C24 5.77 4.88 10.22  -1.229
C25 5.11 6.13 9.44  1.519
C26 4.12 5.53 8.38  -2.035
C27 4.37 7.10 10.40  -1.720
N3 6.06 6.86 8.59  0.447
O3 5.67 7.94 7.84  -0.502
H39 7.03 9.34 9.47  0.375
H40 6.79 8.44 10.97  0.358
H41 8.40 8.65 10.37  0.458
H42 8.04 7.87 7.12  0.317
H43 9.25 7.17 8.17  0.428
H44 8.08 6.18 7.49  0.484
H45 8.35 5.30 9.34  0.396
H46 8.78 6.35 10.69  0.423
H47 7.39 4.36 11.38  0.412
H48 6.82 5.90 11.89  0.351
H49 5.07 4.54 10.98  0.389
H50 5.85 4.03 9.54  0.436
H51 3.52 6.25 7.83  0.512
H52 3.40 4.88 8.88  0.478
H53 4.69 4.75 7.87  0.442
H54 4.62 6.86 11.43  0.340
H55 3.32 6.82 10.35  0.468
H56 4.47 8.16 10.16  0.273
H57 5.39 7.38 7.10  0.400
C28 1.03 -4.20 -10.06  -1.664
C29 0.54 -4.80 -11.42  1.513
C30 -0.21 -6.22 -11.27  -1.803
C31 -0.63 -3.92 -11.87  -1.296
C32 -0.28 -2.61 -12.53  -0.792
C33 0.78 -2.81 -13.60  -1.199
C34 1.98 -3.72 -13.18  1.423
C35 2.64 -4.20 -14.46  -1.934
C36 3.04 -2.90 -12.43  -1.664
N4 1.53 -4.94 -12.49  0.155
O4 2.50 -5.81 -12.19  -0.422
H58 1.17 -3.12 -10.11  0.299
H59 0.46 -4.48 -9.18  0.420
H60 1.99 -4.70 -9.89  0.390
H61 0.41 -6.93 -10.72  0.395
H62 -1.11 -6.02 -10.69  0.405
H63 -0.41 -6.66 -12.25  0.419
H64 -1.30 -4.42 -12.56  0.464
H65 -1.29 -3.74 -11.02  0.477
H66 -1.14 -2.06 -12.93  0.392
H67 0.18 -1.92 -11.83  0.336
H68 1.18 -1.82 -13.86  0.399
H69 0.31 -3.07 -14.55  0.416
H70 3.35 -5.00 -14.26  0.399
H71 3.28 -3.55 -15.06  0.388
H72 1.88 -4.64 -15.11  0.426
H73 2.66 -2.58 -11.46  0.310
H74 3.40 -2.02 -12.97  0.462
H75 3.95 -3.46 -12.27  0.480
H76 3.10 -5.20 -11.76  0.404
C37 6.41 -5.59 7.74  -1.560
C38 7.70 -4.99 7.15  1.213
C39 8.23 -4.05 8.24  -1.824
C40 8.80 -6.06 6.93  -1.093
C41 8.59 -6.85 5.67  -0.612
C42 8.52 -5.92 4.46  -1.014
C43 7.33 -4.89 4.58  1.251
C44 7.50 -3.91 3.38  -1.846
C45 5.94 -5.57 4.45  -1.624
N5 7.50 -4.20 5.90  0.205
O5 6.86 -3.02 6.08  -0.420
H77 6.61 -6.09 8.69  0.476
H78 5.56 -4.92 7.89  0.321
H79 6.16 -6.45 7.11  0.375
H80 8.14 -4.54 9.21  0.398
H81 9.24 -3.73 7.98  0.439
H82 7.61 -3.16 8.38  0.379
H83 9.80 -5.62 6.97  0.392
H84 8.77 -6.79 7.74  0.327
H85 9.42 -7.53 5.50  0.371
H86 7.68 -7.45 5.74  0.306
H87 8.43 -6.60 3.61  0.394
H88 9.45 -5.35 4.47  0.407
H89 8.44 -3.41 3.62  0.475
H90 6.65 -3.23 3.28  0.364
H91 7.55 -4.48 2.45  0.405
H92 5.25 -4.79 4.77  0.371
H93 5.81 -6.50 5.01  0.277
H94 5.70 -5.68 3.39  0.455
H95 6.02 -3.39 6.36  0.393
C46 -9.28 5.39 -7.32  -1.593
C47 -8.67 6.25 -6.12  1.662
C48 -7.18 6.55 -6.45  -1.831
C49 -9.33 7.55 -6.07  -1.393
C50 -10.68 7.78 -5.35  -0.861
C51 -10.48 7.16 -3.90  -1.516
C52 -10.00 5.64 -3.91  1.642
C53 -9.44 5.48 -2.48  -1.911
C54 -11.19 4.69 -4.09  -1.752
N6 -8.89 5.55 -4.83  0.437
O6 -8.47 4.22 -4.80  -0.533
H96 -10.30 5.09 -7.11  0.388
H97 -9.31 5.85 -8.31  0.405
H98 -8.64 4.52 -7.45  0.334
H99 -7.13 7.22 -7.30  0.365
H100 -6.76 7.12 -5.61  0.444
H101 -6.61 5.63 -6.55  0.405
H102 -8.73 8.40 -5.75  0.437
H103 -9.60 7.83 -7.09  0.365
H104 -10.88 8.84 -5.23  0.406
H105 -11.47 7.24 -5.87  0.354
H106 -11.20 7.52 -3.17  0.529
H107 -9.72 7.81 -3.48  0.482
H108 -10.18 5.77 -1.74  0.409
H109 -8.62 6.15 -2.20  0.415
H110 -9.16 4.44 -2.28  0.410
H111 -11.83 4.65 -3.21  0.403
H112 -10.80 3.68 -4.25  0.442
H113 -11.90 4.84 -4.91  0.292
H114 -7.57 4.32 -4.48  0.361
N7 -4.70 11.37 4.31  -0.388
C55 -4.64 10.45 3.44  0.636
N8 -4.94 10.94 2.28  -0.380
O7 -4.40 9.28 3.72  -0.663
H115 -4.74 10.96 5.23  0.233
H116 -4.98 12.32 4.12  0.180
H117 -4.93 11.95 2.22  0.158
H118 -4.87 10.43 1.41  0.223
N9 5.73 0.06 -4.08  -0.371
C56 6.45 -0.72 -4.85  0.670
N10 7.70 -0.54 -4.80  -0.316
O8 5.94 -1.52 -5.64  -0.687
H119 6.21 0.72 -3.48  0.158
H120 4.73 -0.09 -4.11  0.200
H121 8.44 -1.02 -5.29  0.209
H122 7.96 0.22 -4.19  0.137

[2]
DFT (the ωB97M-V functional and the def2-TZVPD basis) results for a molecular structure, C21H45N2OP3PbS at a distorted geometry.

The molecular weight comes out at 673.8 g mol⁻¹. The HOMO energy (spin up / spin down) comes out at -19.32 / -18.68 eV. Its charge is +4. The calculation puts the total energy at -2625.5383 a.u. Its spin multiplicity is 1. The value obtained for the energy relative to the best compared isomer or geometry (same formula, charge and spin) is 0.676 eV.

Each line ends with the Mulliken charge.
Cartesian coordinates (Å):
Pb1 -0.41 0.54 -0.43  0.716
P1 1.86 1.11 1.30  0.537
P2 -1.37 2.61 -1.84  0.351
P3 1.60 -0.55 -2.18  0.430
H1 -1.80 -3.29 0.21  0.283
C1 -0.78 -3.63 -0.04  -0.531
C2 0.19 -3.68 0.90  -0.421
H2 0.01 -3.37 1.94  0.121
C3 1.58 1.50 3.08  -0.926
C4 2.65 2.67 0.73  -1.144
C5 3.30 -0.02 1.44  -1.188
C6 -2.66 1.89 -2.92  -0.659
C7 -2.08 3.74 -0.58  -0.949
C8 -0.02 3.38 -2.80  -0.948
C9 2.36 -2.19 -1.85  -0.986
C10 2.97 0.62 -2.55  -1.086
C11 0.66 -0.77 -3.73  -1.464
H3 -0.58 -3.87 -1.09  0.332
H4 1.25 -3.86 0.63  0.311
H5 1.25 0.59 3.62  0.042
H6 0.82 2.28 3.19  0.391
H7 2.52 1.86 3.53  0.514
H8 1.91 3.48 0.72  0.360
H9 3.05 2.54 -0.29  0.295
H10 3.47 2.93 1.41  0.452
H11 2.97 -0.95 1.92  0.370
H12 4.08 0.45 2.06  0.461
H13 3.71 -0.25 0.45  0.277
H14 -3.23 2.64 -3.49  0.551
H15 -3.38 1.32 -2.31  0.407
H16 -2.22 1.19 -3.65  -0.093
H17 -2.67 4.57 -1.01  0.424
H18 -1.26 4.19 0.02  0.333
H19 -2.74 3.17 0.10  0.364
H20 -0.32 4.29 -3.34  0.488
H21 0.37 2.66 -3.55  0.250
H22 0.80 3.64 -2.12  0.304
H23 2.86 -2.59 -2.74  0.471
H24 1.59 -2.90 -1.52  0.086
H25 3.11 -2.09 -1.05  0.339
H26 3.53 0.31 -3.44  0.499
H27 3.66 0.68 -1.70  0.345
H28 2.55 1.63 -2.73  0.239
H29 1.30 -1.15 -4.54  0.619
H30 0.20 0.18 -4.07  0.408
H31 -0.15 -1.49 -3.57  0.448
C12 -2.39 -0.98 -6.24  0.702
C13 -3.46 -1.14 -7.16  -0.716
C14 -3.75 -2.46 -7.56  -0.308
C15 -2.97 -3.55 -7.14  -0.405
C16 -1.78 -3.29 -6.45  -0.403
C17 -1.42 -1.98 -6.11  -0.285
O1 -2.26 0.02 -5.33  -0.276
H32 -2.89 0.75 -5.45  0.354
H33 -4.04 -0.29 -7.53  0.459
H34 -4.62 -2.65 -8.20  0.422
H35 -3.26 -4.57 -7.38  0.463
H36 -1.12 -4.12 -6.15  0.429
H37 -0.44 -1.75 -5.67  0.490
S1 -2.41 0.40 1.68  -0.233
C18 -1.85 0.02 3.28  0.177
N1 -1.75 0.98 4.23  -0.061
C19 -1.52 0.72 5.65  -0.586
C20 -0.63 -0.50 5.79  -0.421
C21 -1.21 -1.66 5.02  -0.549
N2 -1.54 -1.25 3.66  -0.062
H38 -2.10 1.89 3.95  0.268
H39 -2.48 0.54 6.16  0.326
H40 -1.06 1.61 6.10  0.381
H41 -0.53 -0.77 6.84  0.378
H42 0.38 -0.27 5.44  0.139
H43 -2.12 -2.03 5.52  0.345
H44 -0.51 -2.50 4.95  0.356
H45 -1.71 -1.94 2.94  0.190